Entry 1:
{"formula": "C5H11NO", "method": "ωB97M-V/def2-TZVPD", "homo_ev": -9.277, "energy_ha": -327.05834, "homo_lumo_gap_ha": 0.377, "relative_energy_kj_mol": 191.69, "smiles": "C=C(C)CNCO", "elements": ["C", "C", "C", "N", "C", "C", "O", "H", "H", "H", "H", "H", "H", "H", "H", "H", "H", "H"], "positions_angstrom": [[-1.707, -0.949, -1.438], [-0.514, 0.350, 0.187], [1.035, 0.092, 2.272], [-0.366, -0.358, -1.060], [0.904, 0.565, 0.852], [1.927, 1.141, 0.204], [-1.705, -1.153, -2.825], [-0.852, -1.581, -3.006], [-0.135, 0.323, -1.781], [-2.560, -0.312, -1.189], [-1.829, -1.910, -0.930], [-1.137, -0.214, 0.891], [-0.976, 1.334, 0.041], [2.040, 0.255, 2.675], [0.326, 0.622, 2.917], [0.824, -0.981, 2.335], [2.889, 1.305, 0.683], [1.836, 1.468, -0.828]], "forces_ev_per_angstrom": [[1.368, 0.217, -0.247], [2.031, 0.587, 1.186], [0.132, 0.038, 0.028], [-1.875, -0.759, -0.503], [-0.377, 0.330, -0.490], [-0.765, -0.301, 0.224], [0.235, -0.094, -0.159], [-0.358, 0.027, -0.129], [-0.121, -0.189, 0.010], [0.069, 0.177, -0.105], [0.124, 0.128, 0.304], [0.116, -0.026, -0.204], [-0.125, -0.008, 0.159], [-0.167, 0.031, -0.147], [-0.022, -0.134, 0.002], [-0.093, 0.092, 0.040], [-0.162, -0.125, -0.049], [-0.009, 0.011, 0.080]], "nbo_charge": [0.104, -0.261, -0.646, -0.641, 0.043, -0.422, -0.713, 0.470, 0.358, 0.149, 0.149, 0.193, 0.184, 0.216, 0.214, 0.216, 0.199, 0.189]}


Entry 2:
{"formula": "C4H7BrNS", "method": "ωB97M-V/def2-TZVPD", "s_squared": 2.0122, "homo_ev": [-11.398, -14.873], "energy_ha": -3183.08615, "homo_lumo_gap_ha": [0.188, 0.281], "relative_energy_kj_mol": 256.78, "spin_multiplicity": 3, "total_charge": 1, "elements": ["C", "C", "C", "C", "N", "S", "Br", "H", "H", "H", "H", "H", "H", "H"], "positions_angstrom": [[0.525, -2.034, 0.590], [1.027, 0.239, -1.189], [-1.108, -0.456, -0.569], [-0.183, 1.710, 0.300], [-0.016, 0.463, -0.362], [-0.711, -2.234, -0.504], [2.723, 0.446, -0.505], [0.907, -2.974, 0.912], [-1.813, -0.260, 0.222], [-1.595, -0.175, -1.452], [-0.947, 2.404, -0.119], [-0.427, 1.784, 1.387], [0.752, 2.343, 0.158], [0.865, -1.256, 1.130]], "forces_ev_per_angstrom": [[-0.144, -3.428, -1.078], [-0.590, -0.061, 3.812], [-1.146, -0.311, 1.066], [0.773, 4.043, 1.159], [2.038, -0.873, -3.229], [-0.226, 1.423, -0.296], [-0.060, 0.308, -1.059], [0.430, -0.614, 0.136], [-0.239, 0.031, 0.425], [-0.788, 0.011, -1.568], [0.077, -1.076, -0.424], [0.352, -1.248, -0.642], [-0.994, -1.081, 0.288], [0.517, 2.876, 1.410]], "nbo_charge": [-0.626, 0.362, -0.388, -0.480, -0.407, 0.506, 0.318, 0.232, 0.252, 0.251, 0.260, 0.270, 0.250, 0.200]}


Entry 3:
{"formula": "CH6N4O2", "method": "ωB97M-V/def2-TZVPD", "homo_ev": [-6.303, -6.306], "energy_ha": -410.98682, "homo_lumo_gap_ha": [0.247, 0.247], "relative_energy_kj_mol": 529.71, "elements": ["C", "N", "N", "N", "N", "O", "O", "H", "H", "H", "H", "H", "H"], "positions_angstrom": [[0.488, 0.602, 0.756], [1.553, -0.325, 0.757], [2.265, 1.888, 0.714], [-1.535, -1.067, -1.467], [-0.830, 0.290, 0.829], [0.927, 1.820, 0.723], [2.648, 0.525, 0.411], [1.693, -0.741, 1.692], [-1.848, -0.446, -2.203], [-0.630, -1.438, -1.738], [-2.177, -1.851, -1.416], [-1.396, 1.130, 0.829], [-1.159, -0.388, 0.113]], "forces_ev_per_angstrom": [[0.476, 0.609, -0.258], [-0.547, 0.637, 0.243], [2.426, 0.917, 1.028], [-0.122, -0.449, -0.171], [0.636, 0.313, 0.284], [-2.463, -1.836, -0.385], [-0.388, -0.583, -0.850], [-0.160, 0.199, 0.066], [-0.003, -0.031, 0.010], [0.009, 0.001, -0.089], [0.031, 0.080, -0.119], [-0.040, -0.086, 0.111], [0.145, 0.229, 0.129]], "nbo_charge": [0.657, -0.369, -0.146, -1.076, -0.825, -0.264, -0.296, 0.350, 0.380, 0.382, 0.377, 0.394, 0.438]}